(A)
Density functional theory data (ωB97M-V/def2-TZVPD) for the ion C4H9N2OS with charge +1.

Its HOMO-LUMO gap is 0.3274 Ha. As for the SMILES: CO[C@@H]1[NH+]=C(C)NS1. Its charge is +1.

```
17
C4H9N2OS | the OMol25 dataset | ωB97M-V/def2-TZVPD
C 0.83 0.74 0.86
C -0.03 -0.79 -0.71
C 1.32 0.95 2.30
C -2.01 -1.32 -1.95
N 0.56 1.67 -0.03
N 0.48 -0.51 0.54
O -1.36 -0.93 -0.72
S 0.38 1.20 -1.68
H 0.55 -1.16 -1.47
H 1.23 2.01 2.41
H 2.38 0.53 2.48
H 0.67 0.46 3.03
H -3.06 -1.68 -1.68
H -1.49 -2.18 -2.21
H -1.84 -0.49 -2.64
H 0.95 2.60 0.14
H 0.44 -1.11 1.36
```

***

(B)
Density functional theory data (ωB97M-V/def2-TZVPD) for a cluster of 2 separate species, C4H9N2OS in total.

Its HOMO-LUMO gap is 0.2805 Ha. Its charge is +1.

```
17
C4H9N2OS | the OMol25 dataset | ωB97M-V/def2-TZVPD
C -1.31 0.14 0.97
C -1.27 1.25 0.09
C -1.00 0.64 -1.19
C -0.55 1.22 -2.53
N -1.20 -0.70 -0.97
N -1.37 2.58 0.41
O -1.47 -1.02 0.35
S 1.39 -3.86 2.51
H -1.21 -0.12 2.04
H -1.08 0.77 -3.31
H 0.51 1.07 -2.68
H -0.79 2.27 -2.56
H -0.84 -1.53 -1.47
H 0.47 -4.37 1.73
H -1.36 2.80 1.45
H -0.97 3.35 -0.18
H 0.48 -3.41 3.47
```

***

(C)
Density functional theory data (ωB97M-V/def2-TZVPD) for the ion C4H9N2OS with charge +1.

Its HOMO-LUMO gap is 0.3399 Ha. As for the SMILES: C[C@H]1[C@H]([NH3+])C(=O)N1S. Its charge is +1.

```
17
C4H9N2OS | the OMol25 dataset | ωB97M-V/def2-TZVPD
C 0.06 -1.57 -1.17
C 0.80 -0.38 -0.44
C -0.49 0.04 0.25
C -0.61 -0.10 1.73
N -1.14 -1.34 -0.60
N 1.43 0.56 -1.39
O 0.48 -2.32 -1.99
S -2.50 -2.27 -0.36
H 1.55 -0.76 0.26
H -1.00 0.90 -0.17
H -0.14 -1.01 2.08
H -1.66 -0.13 2.02
H -0.15 0.75 2.23
H 1.99 0.01 -2.07
H 2.04 1.24 -0.92
H 0.71 1.07 -1.92
H -3.29 -1.64 -1.26
```

***

(D)
Density functional theory data (ωB97M-V/def2-TZVPD) for a structure of composition C4H9N2OS.

Its HOMO-LUMO gap is 0.3876 Ha. Its charge is +1.

```
17
C4H9N2OS | the OMol25 dataset | ωB97M-V/def2-TZVPD
C 0.91 0.27 0.15
C -1.60 -0.12 0.25
C 2.24 0.94 -0.22
C -1.98 -1.51 -0.14
N 0.26 0.64 1.33
N 0.08 -0.18 -0.70
O -0.94 -0.08 1.43
S -2.49 1.21 -0.39
H 1.95 1.91 -0.84
H 2.79 0.21 -0.75
H 2.64 1.14 0.75
H -1.15 -2.23 -0.07
H -2.56 -1.42 -1.01
H -2.72 -2.05 0.45
H 0.86 0.55 2.15
H 0.27 -0.56 -1.57
H -1.98 2.14 0.41
```

***

Which of them is most stable? Easy: (C).

***

(A)
Density functional theory data (ωB97M-V/def2-TZVPD) for a cluster of 11 separate species, C48H129N11O13 in total.

Its HOMO-LUMO gap is 0.3330 Ha. As for the SMILES: COC[C@H](C)N.COC[C@H](C)N.COC[C@H](C)N.COC[C@H](C)N.COC[C@H](C)N.COC[C@H](C)N.COC[C@H](C)N.COC[C@H](C)N.COC[C@H](C)N.COCCNCCOC.COCCNCCOC.

```
201
C48H129N11O13 | the OMol25 dataset | ωB97M-V/def2-TZVPD
C -23.32 0.84 -2.16
O -22.14 1.57 -1.81
C -21.23 1.63 -2.93
C -20.01 2.46 -2.48
N -19.10 2.74 -3.55
C -18.13 3.67 -3.00
C -17.24 4.31 -4.09
O -16.01 4.74 -3.43
C -15.11 5.39 -4.30
H -23.05 -0.20 -2.36
H -23.89 1.30 -2.97
H -23.91 0.91 -1.25
H -21.71 2.15 -3.76
H -20.97 0.67 -3.38
H -19.45 1.97 -1.67
H -20.49 3.39 -2.17
H -19.58 3.12 -4.35
H -17.56 3.34 -2.14
H -18.64 4.52 -2.53
H -17.68 5.20 -4.53
H -17.04 3.54 -4.84
H -14.14 5.52 -3.83
H -15.49 6.34 -4.69
H -15.01 4.77 -5.19
C -11.92 12.11 -1.37
O -12.86 13.11 -1.64
C -12.84 14.22 -0.81
C -14.00 15.10 -1.19
N -15.24 14.29 -1.19
C -16.36 15.12 -1.69
C -17.64 14.28 -1.87
O -17.67 13.62 -3.13
C -18.96 13.05 -3.30
H -12.15 11.74 -0.38
H -10.90 12.49 -1.30
H -12.04 11.29 -2.08
H -11.87 14.70 -0.90
H -12.93 13.99 0.25
H -13.76 15.55 -2.15
H -14.18 15.96 -0.54
H -15.02 13.56 -1.85
H -16.07 15.61 -2.62
H -16.53 15.88 -0.92
H -18.48 14.94 -1.64
H -17.69 13.53 -1.08
H -18.98 12.31 -2.50
H -19.14 12.52 -4.24
H -19.76 13.76 -3.11
C -17.89 10.23 11.50
C -17.84 10.71 10.08
C -17.24 9.66 9.08
O -16.05 9.03 9.55
C -15.60 8.10 8.62
N -19.23 11.07 9.77
H -18.21 11.11 12.05
H -16.90 9.90 11.81
H -18.66 9.49 11.70
H -17.24 11.61 9.97
H -17.00 10.25 8.20
H -18.03 8.96 8.81
H -14.65 7.68 8.95
H -15.57 8.56 7.64
H -16.42 7.40 8.44
H -19.63 11.77 10.39
H -19.44 11.40 8.83
C -27.26 11.71 6.02
C -26.18 11.42 5.03
C -25.26 10.26 5.50
O -24.15 10.23 4.65
C -23.18 9.22 4.79
N -26.93 11.06 3.83
H -26.89 12.02 7.00
H -27.94 10.86 6.07
H -27.81 12.57 5.62
H -25.63 12.34 4.84
H -25.72 9.28 5.63
H -24.87 10.61 6.46
H -22.52 9.25 5.66
H -22.61 9.27 3.86
H -23.54 8.19 4.83
H -26.21 10.66 3.24
H -27.57 10.30 4.03
C -19.55 13.82 3.58
C -18.95 13.30 4.92
C -17.67 14.14 5.38
O -16.64 14.11 4.37
C -15.47 14.90 4.71
N -20.04 13.34 5.88
H -20.36 13.12 3.36
H -18.84 13.82 2.75
H -19.97 14.82 3.62
H -18.61 12.30 4.66
H -17.28 13.75 6.32
H -18.01 15.16 5.54
H -15.25 14.64 5.75
H -15.72 15.96 4.64
H -14.66 14.70 4.01
H -20.78 12.75 5.54
H -20.36 14.29 5.78
C -15.62 9.37 -0.49
C -16.26 9.63 0.89
C -16.52 8.34 1.67
O -17.59 7.63 1.06
C -18.03 6.50 1.79
N -15.36 10.55 1.64
H -15.75 10.30 -1.04
H -16.15 8.52 -0.91
H -14.56 9.13 -0.58
H -17.23 10.12 0.83
H -16.61 8.62 2.71
H -15.67 7.67 1.51
H -17.26 5.72 1.73
H -18.94 6.07 1.37
H -18.13 6.77 2.84
H -15.21 11.29 0.97
H -15.93 10.98 2.36
C -10.11 2.34 1.02
C -11.05 3.44 0.37
C -10.71 4.95 0.58
O -10.93 5.28 1.95
C -11.03 6.67 2.16
N -11.11 3.05 -1.05
H -9.20 2.23 0.43
H -10.59 1.36 1.09
H -9.85 2.57 2.05
H -12.04 3.24 0.77
H -11.49 5.46 0.01
H -9.67 5.11 0.29
H -11.02 6.89 3.23
H -11.90 7.12 1.68
H -10.10 7.11 1.80
H -11.93 3.43 -1.50
H -11.30 2.06 -1.04
C -13.68 2.54 5.25
C -15.01 2.09 4.77
C -15.10 0.54 4.42
O -16.33 0.10 3.80
C -16.42 0.47 2.42
N -16.05 2.47 5.73
H -12.94 2.64 4.47
H -13.36 1.84 6.03
H -13.77 3.51 5.73
H -15.17 2.70 3.88
H -14.98 -0.05 5.32
H -14.26 0.18 3.83
H -15.58 0.04 1.86
H -16.21 1.53 2.26
H -17.36 0.12 2.00
H -15.89 2.06 6.65
H -16.78 1.92 5.30
C -12.48 13.54 -10.88
C -12.48 12.20 -10.10
C -13.38 12.31 -8.92
O -12.77 13.18 -7.97
C -13.45 13.19 -6.71
N -12.92 11.23 -11.05
H -12.31 14.39 -10.22
H -13.45 13.74 -11.34
H -11.63 13.52 -11.56
H -11.49 11.92 -9.76
H -13.50 11.35 -8.43
H -14.32 12.69 -9.31
H -13.38 12.27 -6.14
H -14.52 13.36 -6.83
H -13.05 14.01 -6.11
H -12.43 11.27 -11.94
H -13.83 11.51 -11.39
C -27.04 2.96 4.59
C -26.26 4.17 3.98
C -25.04 3.67 3.16
O -24.26 2.59 3.79
C -22.98 2.34 3.21
N -27.20 4.99 3.26
H -27.89 3.27 5.20
H -26.33 2.43 5.22
H -27.39 2.25 3.84
H -25.84 4.83 4.74
H -24.40 4.49 2.83
H -25.43 3.26 2.23
H -22.46 1.54 3.74
H -22.28 3.17 3.27
H -23.05 2.03 2.17
H -27.98 5.47 3.69
H -27.81 4.40 2.71
C -25.57 7.09 -1.80
C -24.42 7.79 -0.98
C -23.81 8.95 -1.87
O -22.82 8.53 -2.85
C -21.62 7.92 -2.23
N -25.02 8.26 0.28
H -26.36 7.81 -2.02
H -26.03 6.31 -1.20
H -25.16 6.72 -2.74
H -23.68 7.03 -0.76
H -23.43 9.80 -1.31
H -24.61 9.31 -2.52
H -21.82 6.86 -2.10
H -21.30 8.40 -1.31
H -20.80 7.94 -2.95
H -25.71 7.59 0.61
H -24.30 8.29 0.98
```

***

(B)
Density functional theory data (ωB97M-V/def2-TZVPD) for a cluster of 11 separate species, C48H129N11O13 in total.

Its HOMO-LUMO gap is 0.3363 Ha. As for the SMILES: COC[C@H](C)N.COC[C@H](C)N.COC[C@H](C)N.COC[C@H](C)N.COC[C@H](C)N.COC[C@H](C)N.COC[C@H](C)N.COC[C@H](C)N.COC[C@H](C)N.COCCNCCOC.COCCNCCOC.

```
201
C48H129N11O13 | the OMol25 dataset | ωB97M-V/def2-TZVPD
C -0.74 -1.24 2.13
O 0.59 -1.51 2.55
C 1.23 -0.45 3.20
C 1.73 0.64 2.26
N 2.34 0.01 1.09
C 2.96 0.95 0.18
C 1.91 1.65 -0.68
O 2.63 2.42 -1.63
C 1.85 3.31 -2.39
H -1.04 -1.99 1.40
H -0.78 -0.28 1.61
H -1.41 -1.23 3.00
H 2.11 -0.95 3.63
H 0.65 -0.01 4.01
H 2.51 1.22 2.80
H 0.99 1.39 2.00
H 3.04 -0.59 1.52
H 3.53 0.39 -0.57
H 3.61 1.72 0.61
H 1.17 2.24 -0.12
H 1.35 0.92 -1.28
H 2.45 3.71 -3.20
H 1.43 4.08 -1.74
H 1.02 2.76 -2.86
C -2.66 -3.28 -0.91
O -1.97 -4.24 -0.15
C -0.59 -4.34 -0.48
C 0.08 -5.29 0.49
N -0.62 -6.56 0.65
C -0.31 -7.17 1.93
C 1.01 -7.94 1.88
O 1.53 -8.02 3.20
C 2.91 -8.31 3.23
H -2.05 -2.95 -1.76
H -2.96 -2.41 -0.33
H -3.54 -3.77 -1.34
H -0.10 -3.35 -0.48
H -0.56 -4.69 -1.52
H 0.25 -4.77 1.45
H 1.06 -5.42 0.02
H -1.60 -6.27 0.60
H -1.08 -7.91 2.20
H -0.30 -6.46 2.77
H 1.69 -7.44 1.18
H 0.78 -8.96 1.54
H 3.58 -7.50 2.91
H 3.15 -9.22 2.67
H 3.11 -8.45 4.29
C -0.89 -0.97 -6.66
C -1.32 -1.06 -5.20
C -2.22 0.06 -4.75
O -1.45 1.21 -4.42
C -2.15 2.06 -3.57
N -2.12 -2.32 -5.11
H -1.73 -1.18 -7.33
H -0.18 -1.79 -6.80
H -0.50 0.01 -6.92
H -0.44 -1.21 -4.57
H -2.71 -0.29 -3.83
H -3.02 0.29 -5.46
H -2.98 2.57 -4.08
H -1.48 2.90 -3.33
H -2.37 1.65 -2.58
H -1.55 -3.15 -5.21
H -2.56 -2.37 -4.20
C 2.41 9.79 -1.91
C 2.02 8.71 -2.94
C 2.51 7.34 -2.54
O 3.90 7.37 -2.34
C 4.48 6.09 -2.38
N 0.52 8.71 -3.14
H 3.44 10.10 -2.08
H 2.42 9.30 -0.94
H 1.72 10.63 -1.94
H 2.35 8.97 -3.94
H 2.27 6.65 -3.37
H 1.99 6.91 -1.68
H 4.07 5.43 -3.15
H 4.27 5.56 -1.44
H 5.55 6.20 -2.47
H 0.14 9.44 -2.53
H 0.11 7.87 -2.74
C 0.04 5.09 -5.32
C -0.07 4.99 -6.83
C 1.04 5.72 -7.55
O 0.62 5.93 -8.89
C 1.48 6.81 -9.57
N -0.02 3.58 -7.25
H 1.00 4.74 -4.94
H -0.77 4.45 -4.96
H -0.13 6.09 -4.90
H -0.99 5.49 -7.14
H 2.03 5.26 -7.48
H 1.12 6.71 -7.07
H 2.49 6.97 -9.17
H 1.08 7.83 -9.47
H 1.55 6.48 -10.61
H -0.93 3.13 -7.17
H 0.23 3.56 -8.23
C 3.59 -4.80 1.83
C 3.39 -3.30 1.61
C 4.64 -2.48 1.77
O 4.72 -1.96 3.07
C 5.92 -1.30 3.35
N 2.74 -3.09 0.33
H 2.65 -5.34 1.93
H 4.12 -4.92 2.78
H 4.23 -5.26 1.07
H 2.69 -3.08 2.44
H 4.63 -1.67 1.02
H 5.53 -3.03 1.45
H 5.84 -0.20 3.40
H 6.71 -1.47 2.61
H 6.30 -1.58 4.34
H 1.83 -3.52 0.28
H 2.57 -2.11 0.10
C -3.26 -5.03 6.31
C -2.27 -5.00 5.15
C -0.97 -5.69 5.46
O -0.27 -5.22 6.59
C -0.04 -3.84 6.61
N -2.89 -5.67 3.99
H -2.83 -4.71 7.26
H -3.50 -6.09 6.46
H -4.20 -4.53 6.08
H -2.11 -3.95 4.86
H -0.37 -5.60 4.54
H -1.06 -6.77 5.61
H 0.42 -3.51 5.67
H 0.59 -3.66 7.48
H -0.98 -3.27 6.70
H -3.63 -5.06 3.64
H -2.22 -5.68 3.21
C 4.97 -0.56 -5.12
C 3.58 -0.60 -4.52
C 2.98 -1.98 -4.56
O 1.63 -2.03 -4.15
C 1.37 -2.78 -2.98
N 3.54 -0.19 -3.13
H 4.85 -0.95 -6.13
H 5.65 -1.17 -4.52
H 5.42 0.43 -5.14
H 2.94 0.10 -5.08
H 3.60 -2.59 -3.89
H 3.08 -2.46 -5.55
H 1.39 -2.08 -2.14
H 1.99 -3.66 -2.82
H 0.31 -3.05 -3.00
H 2.65 -0.35 -2.67
H 3.83 0.76 -2.93
C -1.89 1.88 7.97
C -3.29 1.75 7.38
C -3.30 1.18 5.97
O -2.70 2.10 5.08
C -2.04 1.45 4.00
N -4.24 0.99 8.18
H -1.95 2.45 8.90
H -1.22 2.43 7.31
H -1.44 0.92 8.23
H -3.70 2.76 7.27
H -4.34 0.99 5.67
H -2.77 0.21 5.93
H -1.43 0.62 4.37
H -1.41 2.14 3.45
H -2.85 1.03 3.40
H -4.00 0.01 8.33
H -4.25 1.34 9.13
C -1.47 3.88 0.57
C -1.56 5.39 0.47
C -0.46 5.98 -0.38
O -0.43 7.38 -0.43
C -0.09 7.96 0.81
N -2.92 5.84 0.05
H -0.65 3.56 1.20
H -1.25 3.52 -0.45
H -2.43 3.43 0.83
H -1.47 5.82 1.47
H -0.48 5.58 -1.41
H 0.51 5.58 -0.02
H 0.25 8.97 0.56
H 0.78 7.49 1.27
H -0.91 8.03 1.53
H -3.18 5.28 -0.76
H -2.80 6.78 -0.34
C -6.09 -2.17 3.07
C -5.07 -3.27 2.81
C -5.73 -4.40 2.04
O -4.75 -5.30 1.60
C -5.24 -6.40 0.83
N -3.97 -2.61 2.03
H -5.60 -1.40 3.68
H -6.95 -2.48 3.67
H -6.48 -1.72 2.16
H -4.62 -3.62 3.74
H -6.27 -3.98 1.18
H -6.41 -4.90 2.74
H -4.43 -7.13 0.87
H -5.43 -6.12 -0.21
H -6.14 -6.80 1.30
H -3.47 -3.41 1.62
H -4.47 -2.21 1.23
```

***

Which of them is most stable? Easy: (B).

***

(A)
Density functional theory data (ωB97M-V/def2-TZVPD) for a structure of composition Cl2HNS.

Its HOMO-LUMO gap (spin up / spin down) is 0.2907 / 0.2867 Ha.

```
5
Cl2HNS | the OMol25 dataset | ωB97M-V/def2-TZVPD
N -0.60 -0.30 0.71
S 1.41 0.78 0.38
Cl -0.39 -1.76 -0.10
Cl -1.73 0.71 -0.05
H 1.31 0.57 -0.94
```

***

(B)
Density functional theory data (ωB97M-V/def2-TZVPD) for a cluster of 2 separate species, Cl2HNS in total.

Its HOMO-LUMO gap is 0.3404 Ha.

```
5
Cl2HNS | the OMol25 dataset | ωB97M-V/def2-TZVPD
N 2.48 -0.11 -0.63
S 2.43 0.43 0.65
Cl -3.08 -0.62 -0.69
Cl 1.00 2.06 0.95
H -2.83 -1.76 -0.28
```

***

Which of them is most stable? Easy: (B).